An isolated ion of composition C4H11N2OS and charge +1 in a non-equilibrium geometry, computed with wB97M-V/def2-TZVPD.

The geometry in ORCA input format:
```
! wB97M-V def2-TZVPD RIJCOSX def2/J DEFGRID3
* xyz 1 1
C -1.3753 -0.7030 0.5824
C 0.0651 -0.5841 0.1082
S 1.0767 -2.0220 0.6176
C 0.0409 -0.2648 -1.4326
N -0.7535 0.9349 -1.5185
C 0.6874 0.6836 0.8669
N 1.3104 0.5495 2.0369
O 0.6388 1.8828 0.5039
H -2.0569 -1.2271 -0.1302
H -1.5283 -1.3230 1.4709
H -1.8121 0.2928 0.9088
H 1.9213 -1.9227 -0.4022
H -0.3976 -1.1750 -1.9584
H 1.1335 -0.1772 -1.8903
H -0.1440 1.5765 -0.8207
H -1.6573 0.7585 -1.3619
H -0.6839 1.5279 -2.3526
H 1.6527 -0.2443 2.4530
H 1.8820 1.4369 2.3189
*
```

The value obtained for the LUMO energy is -3.07 eV. The calculation puts the HOMO energy at -13.5 eV. The calculation puts the frontier orbital gap at 10.425 eV.